The following is a DFT calculation (the ωB97M-V functional and the def2-TZVPD basis) of a molecular structure, C30H38Br18FINO2P in a non-equilibrium geometry.

Geometry as XYZ:
```
92
Properties=species:S:1:pos:R:3
I 5.6553 -2.4265 2.3740
Br 0.8241 -6.8939 1.0459
Br 1.8812 -1.5389 -10.5417
Br 0.1453 1.1527 -10.4621
Br -5.2397 7.6208 0.9732
Br -3.9640 0.6558 -5.5468
Br 5.8077 1.5968 6.0013
Br -0.1422 -1.0162 -8.1148
Br -2.6373 6.4470 2.4254
Br 2.9770 1.6190 4.5045
Br 3.1056 1.8945 7.6976
Br -5.4858 5.0351 2.8467
Br 9.2780 1.5057 7.5793
Br 0.4794 -3.7529 0.5189
Br 1.8550 -4.7843 3.2241
Br 7.4462 0.2721 9.8974
Br 7.8573 3.4421 9.6965
Br -3.2133 1.0235 -8.6349
Br -4.6688 -1.6540 -7.6521
P -3.1101 0.4409 -0.5030
F -0.4917 -3.4498 -3.2936
O 3.3313 -0.0477 -2.0035
O -0.4907 2.5194 -0.4111
N 1.3759 2.1126 1.9133
C -0.2343 0.1465 -1.0288
C -4.5529 6.7005 2.5288
C 8.6476 1.7027 9.3970
C 2.9189 3.9830 1.1289
C 2.4607 0.7927 0.1294
C -0.4609 -2.2814 -2.5598
C -2.9806 -4.9523 -2.0338
C -4.3504 -0.8668 0.1288
C 3.9315 1.1405 6.1174
C 1.0401 -0.2101 -9.4162
C -2.0600 -5.7118 -0.9648
C 1.3587 1.4399 0.6274
C 0.4513 4.4643 1.9413
C 3.6118 -0.1223 2.2466
C 0.9000 -1.7671 -2.3108
C 3.8195 0.6927 0.9011
C -3.1573 2.9074 0.8373
C 2.3909 0.0710 -1.2602
C -1.6656 -1.6259 -2.0536
C 3.6465 -1.7088 1.9905
C -1.6020 -0.3886 -1.2195
C 0.9692 -0.5382 -1.5596
C -3.4385 -3.5223 -1.5552
C -3.0284 -2.3077 -2.4636
C -4.4543 0.2487 -7.3724
C -2.7489 1.3802 1.0863
C -3.1465 -2.5585 -4.0290
C 0.0812 1.4598 -0.2929
C 1.5718 3.3934 1.6941
C 0.5458 -5.1568 1.8489
H 2.8261 5.0784 0.8777
H 0.0270 4.8069 0.9523
H -5.4209 0.7071 -7.5522
H -2.8982 3.5698 1.6958
H -4.2437 -2.7264 -4.2267
H -3.8472 -1.8155 0.4315
H -0.4073 4.0653 2.5329
H 4.4213 0.1010 2.9886
H 4.3119 1.6778 1.0784
H -2.4129 -4.9893 -2.9914
H -0.4248 -5.1823 2.3332
H -4.8546 -0.4724 1.0583
H -2.5869 -3.4472 -4.3954
H -3.4387 1.0599 1.9222
H 4.5400 0.0821 0.2828
H 2.5975 0.0632 2.6839
H 3.1289 3.4693 0.1529
H -4.2837 2.8888 0.7470
H -2.4178 -5.5822 0.0840
H -1.0121 -5.3352 -1.1559
H 3.8728 0.0611 6.2133
H -3.9134 -5.5854 -2.1012
H -4.5530 -3.5290 -1.4103
H 3.3328 -1.8804 0.9317
H -2.9723 -3.3556 -0.5396
H -2.7816 3.2646 -0.1536
H -5.1664 -0.9991 -0.6244
H -4.7420 7.3387 3.3853
H -1.7194 1.2621 1.5009
H 0.8680 5.4004 2.4183
H 2.8813 -2.1686 2.6725
H 9.5152 1.6312 10.0442
H -2.7987 -1.6236 -4.5389
H 1.8313 0.2843 -8.8626
H 3.7626 3.8748 1.8631
H -3.8009 -1.4976 -2.2990
H 1.7984 -2.2881 -2.7117
H -2.0591 -6.7876 -1.3056
```

As for the gap between HOMO and LUMO: 7.4242 eV. The value obtained for the HOMO energy is -0.29900 Ha.